The following is a quantum chemistry calculation of a single C4H12P2S2 molecule, from OMol25.

Properties
ΔE to the lowest compared entry with this formula, charge and spin (kcal/mol): 25.4
SMILES: C[P@@H](=S)CC[P@@H](C)=S

```
! wB97M-V def2-TZVPD RIJCOSX def2/J DEFGRID3
* xyz 0 1
C 3.09 1.60 -0.63
P 1.67 -0.02 -0.02
S 2.25 -1.41 1.22
C 0.23 1.09 0.58
C -1.01 0.23 0.89
P -1.42 -0.77 -0.55
C -2.95 -1.64 0.01
S -1.48 0.16 -2.24
H 2.69 2.06 -1.52
H 3.27 2.06 0.27
H 3.94 0.86 -0.89
H 1.57 -0.59 -1.31
H 0.10 1.85 -0.22
H 0.90 1.35 1.46
H -0.79 -0.39 1.77
H -1.91 0.88 1.24
H -0.49 -1.97 -0.72
H -2.64 -1.90 0.99
H -3.81 -0.99 0.25
H -3.23 -2.47 -0.61
*
```



The following is a quantum chemistry calculation of a single C5H8N2S molecule, from OMol25.

Properties
ΔE to the lowest compared entry with this formula, charge and spin (kcal/mol): 20.6
SMILES: [H]/N=C1\NC=C(C)[C@H]1S

```
! wB97M-V def2-TZVPD RIJCOSX def2/J DEFGRID3
* xyz 0 1
H 0.49 3.05 -0.66
N 0.57 2.37 0.10
C 0.01 1.31 -0.26
N -0.67 1.06 -1.41
C -1.03 -0.28 -1.50
C -0.83 -0.90 -0.32
C -1.05 -2.33 -0.02
C -0.21 0.06 0.64
S 1.46 -0.50 1.23
H -0.52 1.58 -2.26
H -1.57 -0.68 -2.36
H -0.12 -2.88 0.14
H -1.55 -2.82 -0.87
H -1.67 -2.50 0.91
H -0.89 0.38 1.47
H 1.80 0.75 1.70
*
```



The following is a quantum chemistry calculation of a single C5H5N molecule, from OMol25.

Properties
ΔE to the lowest compared entry with this formula, charge and spin (kcal/mol): 59.5
SMILES: C=CC(=C)C#N

```
! wB97M-V def2-TZVPD RIJCOSX def2/J DEFGRID3
* xyz 0 1
C 1.01 1.55 0.77
C 1.04 0.77 -0.35
C -0.10 -0.16 -0.51
C -0.44 -0.46 -1.78
C -0.63 -0.83 0.62
N -1.21 -1.23 1.56
H 0.45 1.62 1.82
H 1.98 2.18 0.70
H 1.75 0.94 -1.26
H -1.01 -1.32 -2.00
H 0.06 0.01 -2.63
*
```



The following is a quantum chemistry calculation of a molecular structure, C29H21GeN2O7W, from OMol25.

Properties
ΔE to the lowest compared entry with this formula, charge and spin (kcal/mol): 83.4

```
! wB97M-V def2-TZVPD RIJCOSX def2/J DEFGRID3
* xyz 3 1
W -0.97 -0.52 0.48
O 1.22 2.64 1.75
C 0.39 1.80 1.73
O 0.11 1.04 0.61
C -0.49 1.33 2.87
C -0.76 1.98 4.07
C -1.69 1.40 4.93
C -2.37 0.24 4.55
C -2.06 -0.34 3.33
N -1.09 0.17 2.54
C -2.82 -1.45 2.59
O -3.75 -2.06 2.99
O -2.28 -1.53 1.34
H -0.28 2.92 4.30
H -1.91 1.87 5.88
H -3.15 -0.20 5.18
Ge 2.48 0.10 0.33
C 3.68 -1.47 -0.20
C 2.56 -2.42 -0.37
C 2.76 -3.57 -1.25
C 4.02 -3.84 -1.71
C 5.08 -2.97 -1.44
C 4.92 -1.77 -0.73
C 3.18 1.81 -0.44
C 4.54 2.05 -0.24
C 5.08 3.25 -0.67
C 4.28 4.19 -1.28
C 2.93 3.94 -1.48
C 2.37 2.74 -1.07
H 2.29 -0.15 1.86
H 2.49 -2.91 0.63
H 1.93 -4.23 -1.46
H 4.20 -4.72 -2.31
H 6.06 -3.21 -1.84
H 5.75 -1.10 -0.63
H 5.15 1.32 0.26
H 6.13 3.45 -0.51
H 4.70 5.13 -1.60
H 2.31 4.70 -1.94
H 1.31 2.55 -1.22
O -2.15 -2.13 -1.30
C -2.84 -1.11 -1.44
N -2.21 0.07 -1.00
C -3.24 0.76 -0.35
O -2.89 1.28 0.72
C -4.51 0.40 -0.98
C -5.77 0.96 -0.99
C -6.76 0.31 -1.74
C -6.50 -0.89 -2.40
C -5.24 -1.49 -2.35
C -4.24 -0.82 -1.67
H -5.99 1.88 -0.48
H -7.74 0.74 -1.81
H -7.29 -1.37 -2.96
H -5.05 -2.42 -2.86
C 0.73 -1.31 -1.82
C 1.35 -1.46 -0.42
O 0.32 -1.73 0.53
H 0.10 -2.18 -2.06
H 1.51 -1.23 -2.57
H 0.12 -0.37 -1.87
*
```



The following is a quantum chemistry calculation of a molecular structure, C22H25AuN4OS2Si, from OMol25.

Properties
ΔE to the lowest compared entry with this formula, charge and spin (kcal/mol): 0.0

```
! wB97M-V def2-TZVPD RIJCOSX def2/J DEFGRID3
* xyz 0 1
Au -2.21 0.75 0.54
N -5.32 1.37 0.42
C -4.64 2.31 1.11
N -3.34 2.27 1.31
C -2.89 3.36 2.04
C -3.87 4.22 2.40
S -5.41 3.68 1.81
C -1.47 3.51 2.37
C -0.95 4.56 3.06
S 0.75 4.34 3.24
C 0.63 2.83 2.37
N -0.58 2.54 1.98
N 1.71 2.07 2.11
H -4.79 0.59 0.07
H -6.31 1.40 0.33
H -3.78 5.13 2.96
H -1.44 5.42 3.47
H 2.57 2.22 2.61
H 1.55 1.14 1.75
C -0.23 0.28 -3.15
C 0.85 0.23 -2.06
C 0.93 1.59 -1.37
C 2.20 -0.06 -2.73
Si 0.29 -1.08 -0.80
O -1.18 -0.73 -0.26
C 0.25 -2.77 -1.61
C 1.40 -3.47 -1.99
C 1.33 -4.71 -2.60
C 0.09 -5.29 -2.85
C -1.07 -4.62 -2.48
C -0.99 -3.38 -1.86
C 1.46 -1.15 0.70
C 2.86 -1.23 0.63
C 3.64 -1.29 1.78
C 3.04 -1.28 3.03
C 1.65 -1.21 3.12
C 0.88 -1.15 1.97
H 0.01 1.06 -3.88
H -1.21 0.51 -2.72
H -0.31 -0.67 -3.69
H 1.16 2.38 -2.09
H 1.72 1.61 -0.61
H -0.02 1.85 -0.88
H 2.41 0.70 -3.49
H 2.20 -1.03 -3.24
H 3.03 -0.04 -2.02
H 2.38 -3.04 -1.79
H 2.24 -5.23 -2.88
H 0.03 -6.26 -3.32
H -2.03 -5.07 -2.66
H -1.89 -2.86 -1.57
H 3.35 -1.25 -0.33
H 4.72 -1.35 1.69
H 3.64 -1.33 3.92
H 1.17 -1.21 4.09
H -0.20 -1.10 2.05
*
```



The following is a quantum chemistry calculation of 3 unconnected molecules or ions with the total composition C26H56BN6O6P2, from OMol25.

```
! wB97M-V def2-TZVPD RIJCOSX def2/J DEFGRID3
* xyz -1 1
O 4.67 -3.05 -3.49
C 4.47 -2.06 -2.83
O 3.36 -1.85 -2.10
C 2.17 -2.25 -2.79
C 1.91 -1.49 -4.10
C 0.80 -0.43 -3.92
C 1.28 0.65 -2.94
C 2.29 1.65 -3.48
C 2.52 2.68 -2.30
O 3.60 3.42 -2.80
B 4.45 2.44 -3.55
C 5.93 2.29 -2.81
C 6.61 0.98 -3.12
C 6.65 0.44 -4.41
C 7.25 -0.79 -4.64
C 7.82 -1.50 -3.59
C 7.82 -0.96 -2.32
C 7.22 0.27 -2.08
O 3.62 1.21 -3.60
H 5.20 -1.25 -2.81
H 2.14 -3.33 -2.96
H 1.34 -2.04 -2.11
H 2.79 -0.96 -4.48
H 1.63 -2.22 -4.87
H -0.10 -0.94 -3.59
H 0.69 0.04 -4.90
H 0.38 1.24 -2.68
H 1.63 0.24 -1.99
H 1.91 2.31 -4.27
H 1.68 3.36 -2.09
H 2.84 2.02 -1.49
H 4.65 2.98 -4.65
H 6.54 3.16 -3.07
H 5.71 2.27 -1.73
H 6.19 1.00 -5.21
H 7.27 -1.21 -5.64
H 8.27 -2.47 -3.75
H 8.28 -1.52 -1.51
H 7.21 0.69 -1.08
O -2.18 0.54 -2.69
P -3.15 1.10 -1.68
N -3.67 -0.34 -0.92
C -4.97 -0.57 -0.34
C -2.62 -0.97 -0.12
N -4.34 1.68 -2.82
C -5.27 0.73 -3.42
C -3.73 2.50 -3.86
N -3.76 2.18 -0.41
C -5.00 2.91 -0.53
C -2.70 3.10 0.07
H -5.09 -0.08 0.63
H -5.10 -1.65 -0.18
H -5.78 -0.26 -0.99
H -2.50 -0.46 0.85
H -1.67 -0.94 -0.64
H -2.85 -2.02 0.07
H -4.78 -0.19 -3.77
H -5.77 1.19 -4.27
H -6.06 0.46 -2.73
H -3.23 1.90 -4.63
H -2.98 3.18 -3.43
H -4.49 3.13 -4.34
H -4.97 3.70 -1.30
H -5.22 3.38 0.43
H -5.84 2.25 -0.75
H -2.45 3.87 -0.68
H -1.79 2.54 0.30
H -3.01 3.60 0.99
O -1.88 -1.19 3.48
P -1.96 -1.38 4.97
N -1.73 0.24 5.48
C -1.10 0.66 6.72
C -2.84 1.12 5.16
N -0.51 -2.32 5.16
C 0.78 -1.64 5.15
C -0.48 -3.45 4.24
N -2.60 -1.95 6.54
C -1.79 -2.67 7.49
C -3.90 -2.64 6.38
H -1.75 0.53 7.59
H -0.84 1.71 6.65
H -0.17 0.13 6.90
H -3.68 0.99 5.87
H -3.22 0.92 4.16
H -2.53 2.16 5.18
H 0.87 -0.90 4.34
H 1.59 -2.37 5.04
H 0.98 -1.15 6.10
H -0.20 -3.16 3.23
H -1.46 -3.93 4.19
H 0.23 -4.20 4.60
H -1.51 -3.68 7.15
H -2.36 -2.77 8.42
H -0.88 -2.13 7.75
H -3.78 -3.62 5.89
H -4.57 -2.04 5.76
H -4.38 -2.78 7.34
*
```



The following is a quantum chemistry calculation of a single C2H5N5O molecule, from OMol25.

Properties
ΔE to the lowest compared entry with this formula, charge and spin (kcal/mol): 131.4
SMILES: [H]/N=c1\ncn(O)n1N

```
! wB97M-V def2-TZVPD RIJCOSX def2/J DEFGRID3
* xyz 0 1
H -2.71 -1.19 1.22
N -2.17 -0.37 0.45
C -0.95 -0.50 0.04
N -0.05 -1.66 -0.07
C 1.08 -1.29 -0.35
N 1.19 0.31 -0.50
O 1.77 0.58 0.95
N -0.21 0.47 -0.51
N -0.69 1.82 -0.31
H 2.02 -1.94 -0.65
H 1.95 1.71 0.84
H -1.39 1.92 -1.02
H -1.34 1.65 0.47
*
```



The following is a quantum chemistry calculation of a single C4H8N2O2 molecule, from OMol25.

Properties
ΔE to the lowest compared entry with this formula, charge and spin (kcal/mol): 0.5
SMILES: CCC(=O)NC(N)=O

```
! wB97M-V def2-TZVPD RIJCOSX def2/J DEFGRID3
* xyz 0 1
C -2.06 1.38 -0.90
C -1.07 1.03 0.18
C -0.04 0.00 -0.18
O -0.14 -0.76 -1.12
N 1.02 -0.06 0.69
C 2.09 -1.00 0.48
N 1.69 -2.29 0.53
O 3.23 -0.61 0.37
H -1.53 1.78 -1.76
H -2.64 0.53 -1.27
H -2.75 2.10 -0.47
H -1.55 0.63 1.08
H -0.60 1.92 0.64
H 1.22 0.68 1.35
H 0.73 -2.41 0.23
H 2.39 -2.93 0.18
*
```



The following is a quantum chemistry calculation of 2 unconnected molecules or ions with the total composition C6H14O2, from OMol25.

Properties
ΔE to the lowest compared entry with this formula, charge and spin (kcal/mol): 68.1
SMILES: CCC/C=C/CO.O

```
! wB97M-V def2-TZVPD RIJCOSX def2/J DEFGRID3
* xyz 0 1
C 0.48 2.63 0.47
C 1.20 1.31 0.80
C 0.22 0.37 1.52
C -0.71 -0.17 0.53
C -0.52 -0.15 -0.77
C -1.45 -0.76 -1.71
O -0.69 -1.63 -2.54
H -0.30 2.42 -0.29
H 0.03 3.02 1.39
H 1.16 3.43 0.08
H 1.91 1.53 1.69
H 1.77 0.69 0.08
H 0.79 -0.41 2.01
H -0.25 0.70 2.40
H -1.43 -0.78 0.86
H 0.31 0.41 -1.26
H -2.25 -1.34 -1.22
H -2.00 0.11 -2.25
H 0.34 -1.33 -2.78
O 0.29 -3.40 0.64
H 1.23 -3.53 0.54
H -0.15 -3.11 -0.17
*
```



The following is a quantum chemistry calculation of a single C4H3NS2 molecule, from OMol25.

Properties
ΔE to the lowest compared entry with this formula, charge and spin (kcal/mol): 11.1
SMILES: N#CC(=S)[C@@H]1CS1

```
! wB97M-V def2-TZVPD RIJCOSX def2/J DEFGRID3
* xyz 0 1
N 3.14 -0.40 1.02
C 2.17 -0.25 0.42
C 0.96 -0.07 -0.36
S 1.05 -0.01 -1.98
C -0.30 0.03 0.46
C -1.59 0.06 -0.28
S -1.19 1.60 0.58
H -0.30 -0.47 1.42
H -1.54 -0.01 -1.35
H -2.40 -0.50 0.08
*
```



The following is a quantum chemistry calculation of 2 unconnected molecules or ions with the total composition C5H9Cl2NS, from OMol25.

Properties
ΔE to the lowest compared entry with this formula, charge and spin (kcal/mol): 0.0
SMILES: C/C=C(Cl)/C=N\SC.Cl

```
! wB97M-V def2-TZVPD RIJCOSX def2/J DEFGRID3
* xyz 0 1
C -3.45 -0.64 0.95
C -2.09 -0.13 0.64
C -1.83 1.08 0.13
Cl -3.14 2.20 -0.15
C -0.54 1.59 -0.29
N 0.55 0.95 -0.46
S 0.86 -0.63 -0.22
C 2.51 -0.65 -1.00
H -3.40 -1.57 1.52
H -4.02 0.10 1.51
H -4.00 -0.83 0.02
H -1.26 -0.79 0.83
H -0.49 2.64 -0.54
H 2.42 -1.03 -2.02
H 3.16 -1.30 -0.42
H 2.88 0.37 -1.00
Cl 5.31 1.36 0.51
H 5.03 2.54 0.12
*
```



The following is a quantum chemistry calculation of a molecular structure, C22H37N8O5S4Y, from OMol25.

Properties
ΔE to the lowest compared entry with this formula, charge and spin (kcal/mol): 58.9

```
! wB97M-V def2-TZVPD RIJCOSX def2/J DEFGRID3
* xyz -2 1
Y -0.17 0.17 -0.31
C -0.23 -7.54 -0.08
C -0.27 -6.23 -0.79
C -0.48 -5.05 -0.09
C -0.48 -3.83 -0.75
C -0.26 -3.78 -2.11
C -0.06 -4.95 -2.82
C -0.08 -6.17 -2.17
S -0.21 -2.20 -3.00
O -1.62 -1.86 -3.21
O 0.52 -2.52 -4.21
N 0.46 -1.11 -2.09
C 1.88 -1.35 -1.87
C 2.11 -1.82 -0.40
O 3.13 -2.44 -0.12
O 1.17 -1.54 0.41
H -0.87 -7.52 0.81
H 0.79 -7.75 0.25
H -0.55 -8.35 -0.73
H -0.63 -5.08 0.98
H -0.63 -2.91 -0.20
H 0.11 -4.87 -3.88
H 0.07 -7.09 -2.73
H 2.44 -0.42 -2.04
H 2.26 -2.12 -2.55
S 0.09 2.05 -2.30
C -1.17 3.19 -1.94
C -1.06 4.35 -2.71
N -0.91 5.30 -3.35
C -2.17 3.09 -1.00
S -2.44 1.79 0.14
C -3.12 4.11 -0.90
N -3.93 4.93 -0.78
N 2.34 -0.86 3.01
H 3.14 -0.79 2.38
H 1.70 -0.14 2.66
H 1.90 -1.73 2.72
N -3.35 -2.22 0.01
N -2.61 -1.22 -0.71
H -4.33 -2.22 -0.27
H -3.31 -1.97 1.00
H -3.19 -0.38 -0.85
H -2.40 -1.59 -1.66
C 2.47 2.54 2.30
C 1.07 2.46 1.66
C 0.95 3.62 0.66
C 0.01 2.66 2.77
O 0.91 1.23 1.05
H 2.65 3.54 2.71
H 3.22 2.32 1.55
H 2.57 1.81 3.10
H 1.29 4.56 1.09
H -0.09 3.75 0.35
H 1.54 3.40 -0.23
H 0.12 3.64 3.24
H 0.12 1.88 3.52
H -0.99 2.59 2.34
C -5.75 0.14 4.10
C -4.27 0.00 4.41
N -3.48 -0.34 3.24
C -2.50 -1.29 3.24
S -1.08 -1.12 2.40
N -2.70 -2.43 3.99
C -3.94 -3.18 3.94
C -3.83 -4.39 3.02
H -6.30 0.38 5.01
H -6.16 -0.78 3.68
H -5.90 0.93 3.37
H -4.10 -0.78 5.16
H -3.91 0.95 4.82
H -3.25 0.44 2.62
H -1.88 -3.02 3.89
H -4.72 -2.51 3.58
H -4.19 -3.51 4.95
H -3.53 -4.08 2.02
H -4.79 -4.90 2.96
H -3.09 -5.09 3.40
*
```



Number 1: LUMO 0.52 eV, HOMO energy -0.3130 Ha, Kohn-Sham gap 0.3323 hartree. Number 2: LUMO 0.77 eV, HOMO energy -0.2997 Ha, Kohn-Sham gap 0.3280 hartree. Number 3: LUMO -0.04 eV, HOMO energy -0.3520 Ha, Kohn-Sham gap 0.3506 hartree. Number 4: LUMO -11.44 eV, HOMO energy -0.6060 Ha, Kohn-Sham gap 0.1855 hartree. Number 5: LUMO 0.27 eV, HOMO energy -0.2960 Ha, Kohn-Sham gap 0.3060 hartree. Number 6: LUMO 1.37 eV, HOMO energy -0.1388 Ha, Kohn-Sham gap 0.1891 hartree. Number 7: LUMO -0.02 eV, HOMO energy -0.3483 Ha, Kohn-Sham gap 0.3476 hartree. Number 8: LUMO 0.70 eV, HOMO energy -0.3709 Ha, Kohn-Sham gap 0.3966 hartree. Number 9: LUMO 0.63 eV, HOMO energy -0.3430 Ha, Kohn-Sham gap 0.3660 hartree. Number 10: LUMO -1.83 eV, HOMO energy -0.3482 Ha, Kohn-Sham gap 0.2811 hartree. Number 11: LUMO 0.52 eV, HOMO energy -0.3092 Ha, Kohn-Sham gap 0.3282 hartree. Number 12: LUMO 3.73 eV, HOMO energy -0.0708 Ha, Kohn-Sham gap 0.2078 hartree.